# 1
Molecular formula: C18H42NO2P2PbSi2
Method: DFT, wB97M-V/def2-TZVPD

Element x y z (Å)
Si -2.1794 -1.2274 -2.3557
O 3.0503 1.2166 -2.0009
C -0.0991 3.8314 -1.9734
H -1.0596 3.5923 -2.4516
C 3.3583 -2.4139 0.6064
H 2.9393 -1.7339 -3.0694
H -1.7786 3.2569 0.7533
Pb 0.3839 -0.2366 -0.7888
H 4.0182 -1.5363 0.5862
H 1.7377 -4.1221 2.2167
H -4.8689 0.2860 -0.0080
H 3.2316 1.6754 -2.8530
H 3.7672 3.0771 4.0641
C 1.9199 2.8074 -0.2358
H -4.1318 -1.7770 -3.7424
C 0.9707 -3.5116 1.7178
C 2.3634 0.4185 2.4923
H -1.1767 0.5099 -3.8606
C -2.9555 -2.3108 1.0697
H -2.1841 0.1338 3.1191
Si -2.6174 -0.4813 0.7794
C -1.2100 -0.5871 -3.8311
C -1.6333 -2.9990 -2.0501
H -2.0325 -2.9037 1.1520
H -4.8313 0.0574 1.7598
C 2.9133 3.0705 2.0865
C 3.2813 2.4886 3.2933
O 2.9126 -1.2229 -2.2379
C 3.0052 1.1421 3.5034
H 0.1388 -3.3219 2.4127
H -3.5856 -2.7512 0.2844
H -2.3587 -3.5447 -1.4347
C -3.9924 -1.2123 -2.8108
H -0.6617 4.6329 0.5988
H 2.2337 3.8417 -0.3766
H -0.1338 4.8647 -1.5970
H -0.2989 3.3055 1.7416
P 0.1379 2.6592 -0.5935
H 3.7633 -3.1478 1.3154
C 2.3065 2.2740 1.1076
H 1.9269 -1.3087 -1.9371
H -1.1299 1.1065 2.0728
H 0.7096 3.7225 -2.7088
H 0.5794 -4.0610 0.8476
H 1.2266 -1.1785 3.3921
H -4.1060 1.5141 1.0357
H -1.7306 -0.9242 -4.7385
H -1.5822 -3.5024 -3.0268
H -4.3531 -0.1904 -2.9846
P 1.6787 -1.9369 1.1390
N 2.0154 0.9789 1.3285
H -0.6480 -3.1132 -1.5747
H -2.0621 0.9269 -1.1644
H 3.2810 0.6164 4.4164
H -0.1790 -0.9635 -3.9008
H -0.7082 -0.5833 2.4425
C -1.8630 -0.1244 -0.8853
H 3.0812 4.1229 1.8700
H -4.6287 -1.6698 -2.0440
H -3.5015 -2.4013 2.0228
H 3.3436 -2.8647 -0.3962
C 2.0747 -1.0539 2.6995
C -0.7177 3.5467 0.7580
C -4.2618 0.4338 0.8965
H 2.9430 -1.5458 3.1658
C -1.5440 0.0983 2.2211
H 2.4807 2.1333 -1.0684
H 3.0314 0.1212 -2.2681

Summary:
Max |F| ... 3.77 eV/A
Electronic energy ... -2369.79237 hartree
HOMO (alpha / beta) ... -17.6407 / -17.6127 eV
Total charge ... +3
HOMO-LUMO gap (alpha / beta) ... 4.89 / 4.25 eV

Which charges does natural (NBO) predict for the atoms? In e, they are: atom 1 (Si): 1.609, atom 2 (O): -0.993, atom 3 (C): -0.942, atom 4 (H): 0.267, atom 5 (C): -0.954, atom 6 (H): 0.540, atom 7 (H): 0.262, atom 8 (Pb): 1.396, atom 9 (H): 0.277, atom 10 (H): 0.297, atom 11 (H): 0.262, atom 12 (H): 0.512, atom 13 (H): 0.267, atom 14 (C): -0.867, atom 15 (H): 0.287, atom 16 (C): -0.959, atom 17 (C): 0.221, atom 18 (H): 0.243, atom 19 (C): -1.115, atom 20 (H): 0.296, atom 21 (Si): 1.620, atom 22 (C): -1.124, atom 23 (C): -1.114, atom 24 (H): 0.228, atom 25 (H): 0.288, atom 26 (C): -0.227, atom 27 (C): -0.089, atom 28 (O): -0.853, atom 29 (C): -0.224, atom 30 (H): 0.273, atom 31 (H): 0.259, atom 32 (H): 0.273, atom 33 (C): -1.082, atom 34 (H): 0.295, atom 35 (H): 0.282, atom 36 (H): 0.293, atom 37 (H): 0.272, atom 38 (P): 1.055, atom 39 (H): 0.287, atom 40 (C): 0.232, atom 41 (H): 0.422, atom 42 (H): 0.232, atom 43 (H): 0.274, atom 44 (H): 0.271, atom 45 (H): 0.279, atom 46 (H): 0.250, atom 47 (H): 0.299, atom 48 (H): 0.284, atom 49 (H): 0.263, atom 50 (P): 1.002, atom 51 (N): -0.537, atom 52 (H): 0.205, atom 53 (H): 0.254, atom 54 (H): 0.256, atom 55 (H): 0.227, atom 56 (H): 0.214, atom 57 (C): -1.399, atom 58 (H): 0.255, atom 59 (H): 0.263, atom 60 (H): 0.283, atom 61 (H): 0.268, atom 62 (C): -0.763, atom 63 (C): -0.950, atom 64 (C): -1.068, atom 65 (H): 0.297, atom 66 (C): -1.110, atom 67 (H): 0.371, atom 68 (H): 0.506


# 2
Molecular formula: C18H43Al2BBrCa2F13N2O6P2
Method: DFT, wB97M-V/def2-TZVPD

Element x y z (Å)
C -1.4639 -1.1831 1.2922
H -2.3623 -2.9569 0.3647
H -5.5914 2.0900 -5.2180
H -3.9230 -0.4916 1.1776
B -6.0580 0.2053 -0.3441
C 7.3473 -0.7824 2.5179
O -6.3238 3.0922 -2.7934
H 5.4609 1.3529 1.6755
H -4.5102 3.1894 -6.0980
F 7.6750 -0.0912 1.4229
C -3.0676 3.7819 -4.0982
C 10.1466 0.9269 2.9781
O -7.8755 2.3939 -1.1257
C 8.3953 -1.8219 2.9661
H -2.4902 2.9634 -4.5288
C 2.3671 -1.2186 0.6069
H -7.0906 2.8503 -1.7339
H 0.9476 -0.6042 2.0490
H -9.0894 1.9716 1.1889
H 8.2182 2.2018 -0.8355
P -7.0454 1.7509 0.2272
H 5.6087 2.1673 0.1120
H 7.8549 2.4672 0.6191
C -5.1005 3.3902 -2.8758
Ca -4.1650 -5.1085 -1.0710
H 3.0794 -1.9838 0.9291
H -7.9460 1.4765 2.1942
H 2.1948 0.8093 0.1946
F -3.9317 2.8712 -0.1805
C 2.9233 0.1774 0.7134
H 4.1235 2.3683 1.0927
Al -7.9057 0.7617 -2.2094
F -0.5582 -4.7382 -2.5585
H 10.8863 -1.0172 2.3513
C -6.3395 -1.3228 -0.1142
N -4.4756 3.4229 -4.0297
H -6.5046 -1.7137 -1.1235
H -5.4179 -2.3211 1.5921
N -8.3122 1.3189 1.2564
F -2.7204 -4.1735 -2.0961
C 1.1014 -1.4402 1.3627
C -0.1986 -1.5237 0.5130
H 1.1866 -2.3764 1.9151
C -5.1733 -2.1099 0.5522
H -2.7019 3.9872 -3.0951
H -6.0294 3.7873 -5.4006
H -4.5147 3.6407 -2.0004
F -2.6863 -4.9318 -4.1957
F 7.1135 0.0800 3.4999
O -4.0118 -2.7079 3.8649
H 7.8349 -2.4481 3.6715
Al -3.9304 3.9117 1.1616
H -0.2998 -2.5269 0.0902
H -7.2476 -1.5210 0.4562
H 11.0808 1.4825 2.9021
H -5.0628 0.5448 -0.9001
O 8.8760 -2.5346 1.8675
F -1.9493 -2.9151 -4.7749
H 9.5587 1.3359 3.7993
C 4.2954 0.4697 0.0983
H 11.2217 -0.5990 4.0141
F -1.1958 -2.6613 -2.7766
C -5.1939 3.1039 -5.2588
H -5.0407 -3.0772 0.0423
Br 1.5488 -1.3057 -2.2703
H -1.2351 -1.1006 2.3557
H 2.0966 -1.4291 -0.5934
C 4.9132 1.6813 0.7941
F 6.1614 -1.4058 2.2588
C 10.4641 -0.5329 3.2361
H -2.8719 -2.5780 2.0468
H 4.9195 -0.4054 0.2554
F -2.4587 3.7862 1.9056
H 9.6052 1.0896 2.0481
Ca 8.9948 -3.7966 0.4493
H 4.1444 0.6631 -0.9639
P -1.4874 -3.9752 -3.6458
F -4.2538 5.4408 0.6226
H -1.7900 -0.1932 0.9711
H -4.9289 -2.7473 3.5468
C -3.8430 -1.3721 0.5341
O 8.5956 2.2407 0.0479
H 2.9695 0.4135 1.7816
C -2.6444 -2.1542 1.0632
H -3.5916 -1.0545 -0.4813
F -5.1629 3.3621 2.1494
F -0.5126 -4.5856 -4.7433
H -2.9319 4.6697 -4.7149
H -0.0834 -0.8295 -0.3210
O 9.3900 -1.3245 3.7711

Summary:
Max |F| ... 2.59 eV/A
Electronic energy ... -7692.21188 hartree
HOMO ... -10.8759 eV
Total charge ... +2
HOMO-LUMO gap ... 1.95 eV

Which charges does Löwdin predict for the atoms? In e, they are: atom 1 (C): -0.165, atom 2 (H): 0.081, atom 3 (H): 0.093, atom 4 (H): 0.137, atom 5 (B): -0.495, atom 6 (C): -0.566, atom 7 (O): -0.056, atom 8 (H): 0.061, atom 9 (H): 0.095, atom 10 (F): 0.135, atom 11 (C): -0.012, atom 12 (C): -0.057, atom 13 (O): -0.478, atom 14 (C): -0.400, atom 15 (H): 0.098, atom 16 (C): -0.213, atom 17 (H): -0.004, atom 18 (H): 0.132, atom 19 (H): 0.062, atom 20 (H): 0.038, atom 21 (P): 0.915, atom 22 (H): 0.065, atom 23 (H): 0.022, atom 24 (C): -0.203, atom 25 (Ca): 1.747, atom 26 (H): 0.132, atom 27 (H): 0.057, atom 28 (H): 0.134, atom 29 (F): -0.195, atom 30 (C): -0.214, atom 31 (H): 0.087, atom 32 (Al): 0.863, atom 33 (F): -0.156, atom 34 (H): 0.108, atom 35 (C): -0.223, atom 36 (N): -0.150, atom 37 (H): 0.073, atom 38 (H): 0.099, atom 39 (N): -0.146, atom 40 (F): -0.568, atom 41 (C): -0.175, atom 42 (C): -0.217, atom 43 (H): 0.130, atom 44 (C): -0.210, atom 45 (H): 0.100, atom 46 (H): 0.103, atom 47 (H): 0.130, atom 48 (F): -0.155, atom 49 (F): 0.179, atom 50 (O): -0.251, atom 51 (H): 0.171, atom 52 (Al): -0.265, atom 53 (H): 0.101, atom 54 (H): 0.097, atom 55 (H): 0.090, atom 56 (H): 0.046, atom 57 (O): -0.474, atom 58 (F): -0.139, atom 59 (H): 0.090, atom 60 (C): -0.246, atom 61 (H): 0.125, atom 62 (F): -0.194, atom 63 (C): -0.007, atom 64 (H): 0.021, atom 65 (Br): 0.493, atom 66 (H): 0.124, atom 67 (H): -0.118, atom 68 (C): -0.086, atom 69 (F): 0.109, atom 70 (C): -0.214, atom 71 (H): 0.075, atom 72 (H): 0.085, atom 73 (F): -0.159, atom 74 (H): 0.043, atom 75 (Ca): 1.693, atom 76 (H): 0.105, atom 77 (P): 0.408, atom 78 (F): -0.154, atom 79 (H): 0.120, atom 80 (H): -0.085, atom 81 (C): -0.231, atom 82 (O): -0.053, atom 83 (H): 0.141, atom 84 (C): -0.198, atom 85 (H): 0.119, atom 86 (F): -0.194, atom 87 (F): -0.106, atom 88 (H): 0.102, atom 89 (H): 0.049, atom 90 (O): -0.051